1.
DFT (wB97M-V/def2-TZVPD) results for 16 unconnected molecules or ions with the total composition C15H60FO15 in a non-equilibrium geometry.

The total charge is -1. Its spin multiplicity is 1.

```
91
C15H60FO15 wB97M-V/def2-TZVPD
F -15.6313 21.7730 -25.2482
C -18.9800 26.1455 -26.5711
O -18.6842 27.4998 -26.3913
H -18.8665 25.5380 -25.6733
H -20.0464 26.1253 -26.7958
H -18.4332 25.6056 -27.3442
H -18.6992 27.7500 -25.4646
C -12.4529 22.9719 -26.3345
O -12.6720 21.8483 -25.4884
H -11.4657 23.0609 -26.7880
H -13.1538 22.8917 -27.1654
H -12.6361 23.8715 -25.7470
H -13.6108 21.7927 -25.2956
C -11.9527 19.0731 -27.0546
O -11.0223 19.7019 -26.2373
H -12.2466 19.6994 -27.8969
H -11.6691 18.0826 -27.4105
H -12.8529 18.8764 -26.4723
H -11.5044 20.4054 -25.7966
C -15.6757 19.5722 -27.8709
O -15.6317 20.9710 -27.9030
H -14.8297 19.1509 -27.3279
H -16.4963 19.2842 -27.2138
H -15.7460 19.2292 -28.9031
H -15.4710 21.3290 -27.0268
C -14.6933 22.3209 -30.9879
O -15.4061 22.9653 -29.9139
H -13.6095 22.2755 -30.8810
H -15.0331 21.2889 -31.0752
H -14.7859 22.8784 -31.9199
H -15.3914 22.3653 -29.1646
C -10.6724 22.2860 -22.8864
O -10.6196 22.3962 -21.4852
H -9.8387 22.7859 -23.3795
H -10.6676 21.2161 -23.0946
H -11.5898 22.7651 -23.2284
H -10.1365 23.1939 -21.2575
C -16.0451 19.4786 -19.2777
O -16.8762 20.2040 -20.2333
H -15.6526 20.2650 -18.6330
H -16.6175 18.8483 -18.5972
H -15.3147 18.7905 -19.7034
H -16.2714 20.6492 -20.8313
C -16.4844 18.6949 -24.3037
O -15.2924 19.0624 -24.8766
H -16.4875 18.8985 -23.2329
H -17.3161 19.2785 -24.6983
H -16.7750 17.6665 -24.5181
H -15.2248 20.0188 -24.9255
C -13.0377 18.3634 -22.1226
O -13.7651 17.5053 -22.9738
H -12.2882 18.7766 -22.7976
H -13.6533 19.1336 -21.6578
H -12.4936 17.8383 -21.3376
H -14.2589 18.1132 -23.5290
C -17.8289 23.7077 -21.7949
O -16.7516 24.5780 -22.1239
H -17.3783 22.7762 -21.4523
H -18.5175 24.0901 -21.0414
H -18.4029 23.5148 -22.7012
H -16.2672 24.2457 -22.8832
C -14.3162 21.8804 -22.1297
O -15.6263 21.3989 -22.4148
H -13.5458 21.2942 -22.6308
H -14.2493 22.9184 -22.4556
H -14.0422 21.8794 -21.0748
H -15.7595 21.4829 -23.3618
C -15.6059 25.1969 -25.4178
O -15.0916 24.2863 -24.4437
H -15.2202 24.7959 -26.3552
H -16.6912 25.1140 -25.4750
H -15.2384 26.2067 -25.2355
H -15.2709 23.4113 -24.7958
C -18.4968 22.3780 -27.2678
O -18.0120 23.0236 -26.1459
H -18.3294 21.3024 -27.3247
H -19.5248 22.6504 -27.5071
H -17.8523 22.7654 -28.0569
H -17.3392 22.5553 -25.6462
C -13.6028 26.1876 -22.1950
O -13.0946 25.3938 -23.2605
H -13.0624 27.1309 -22.1158
H -14.6592 26.3651 -22.3964
H -13.5721 25.6846 -21.2284
H -13.7970 24.8318 -23.5957
C -20.3017 21.2055 -24.1784
O -21.6128 21.3555 -23.6970
H -20.1244 20.1384 -24.3122
H -20.2285 21.6865 -25.1538
H -19.6448 21.7280 -23.4831
H -21.9315 22.2596 -23.6457
```

Quick look at the Löwdin charges, all values in e: -0.420 -0.192 -0.115 0.062 0.074 0.081 0.077 -0.108 -0.146 0.086 0.077 0.072 0.039 -0.189 -0.122 0.075 0.078 0.058 0.023 -0.135 -0.148 0.053 0.071 0.089 0.034 -0.158 -0.137 0.064 0.070 0.068 0.012 -0.167 -0.126 0.083 0.078 0.053 0.069 -0.136 -0.139 0.071 0.064 0.065 0.003 -0.174 -0.141 0.079 0.074 0.092 0.032 -0.159 -0.122 0.076 0.058 0.077 0.016 -0.138 -0.133 0.057 0.078 0.060 0.020 -0.112 -0.145 0.066 0.066 0.095 0.037 -0.071 -0.189 0.090 0.055 0.097 0.026 -0.184 -0.142 0.077 0.079 0.071 0.038 -0.157 -0.149 0.070 0.066 0.071 -0.015 -0.151 -0.133 0.085 0.060 0.067 0.072

2.
DFT (wB97M-V/def2-TZVPD) results for 17 unconnected molecules or ions with the total composition C15H63BrN30O16 in a non-equilibrium geometry.

The total charge is 0. Its spin multiplicity is 1.

```
125
C15H63BrN30O16 wB97M-V/def2-TZVPD
O 0.9668 -0.6786 -0.4274
H 1.7477 -0.1214 -0.3908
H 0.4630 -0.5800 0.3838
H 0.4969 -0.2416 -1.1415
Br -0.3862 0.2863 2.1235
C -2.4466 4.6772 2.9640
O -3.0473 4.5660 3.9501
N -1.8028 3.7363 2.3272
N -2.5542 5.8043 2.2441
H -1.6406 2.9274 2.9098
H -1.3478 3.9451 1.4500
H -3.1665 6.4321 2.7451
H -1.7614 6.1765 1.7411
C -4.9817 1.4881 1.6214
O -6.1983 1.2534 1.7072
N -4.0009 1.1148 2.4517
N -4.4675 2.0576 0.5805
H -4.3568 0.5320 3.1958
H -3.0199 1.2251 2.2382
H -5.1547 2.2789 -0.1258
H -3.5134 2.3758 0.6724
C -3.9743 -2.3480 3.7448
O -3.6499 -2.0442 4.9103
N -5.1904 -2.3026 3.2817
N -3.0254 -2.7692 2.9896
H -5.7620 -1.7351 3.8910
H -5.2262 -2.3675 2.2744
H -2.0537 -2.7960 3.2637
H -3.1856 -2.9057 2.0018
C -0.1525 -1.0870 -6.2212
O 0.8088 -1.7100 -6.5776
N -0.1142 -0.0561 -5.4341
N -1.3336 -1.4849 -6.4709
H 0.7940 0.2631 -5.1287
H -0.9844 0.4076 -5.2152
H -2.0744 -0.8220 -6.2920
H -1.4301 -2.3223 -7.0272
C -0.8959 -0.1777 6.4256
O -0.1904 0.7358 6.7953
N -1.3870 -1.1315 7.2744
N -1.1201 -0.5562 5.2013
H -1.0862 -0.9124 8.2133
H -1.7010 -2.0240 6.9208
H -1.9095 -1.1859 5.1836
H -0.8532 -0.0280 4.3829
C 3.1293 -2.5556 -2.6181
O 4.2078 -2.8459 -3.0476
N 2.5316 -3.1345 -1.6171
N 2.1954 -1.8610 -3.1560
H 3.0485 -3.9303 -1.2712
H 1.5337 -3.0710 -1.4747
H 1.2762 -1.8509 -2.7375
H 2.3965 -1.6440 -4.1217
C -1.3075 1.1101 -2.3343
O -0.3019 0.5855 -2.1685
N -1.5193 2.3440 -2.0105
N -2.3796 0.4438 -2.5435
H -0.7166 2.6957 -1.5083
H -2.4255 2.6906 -2.2910
H -2.3302 -0.5462 -2.3497
H -3.2264 0.8974 -2.8553
C 0.8462 4.1236 0.4556
O 0.1502 3.7282 -0.4657
N 1.1418 3.3296 1.4371
N 1.2274 5.3613 0.6789
H 2.0032 3.4444 1.9518
H 0.8478 2.3728 1.3018
H 0.8919 6.0504 0.0211
H 1.9362 5.5714 1.3671
C -1.9171 -2.5481 -1.5347
O -0.7496 -2.4674 -1.7309
N -2.6226 -3.2031 -2.3855
N -2.5632 -2.0207 -0.5117
H -3.5141 -3.5985 -2.1230
H -1.9546 -3.6993 -2.9580
H -3.5728 -2.0309 -0.5384
H -2.0985 -1.4736 0.1988
C 0.0633 5.7993 -3.1035
O -0.5056 6.4518 -2.2488
N 0.7304 4.7205 -2.9714
N -0.2356 5.9751 -4.3474
H 1.1431 4.2931 -3.7882
H 1.0014 4.3533 -2.0703
H 0.0772 5.4031 -5.1188
H -0.7964 6.8131 -4.4066
C 3.4409 0.1879 4.3868
O 4.6543 0.1582 4.6021
N 2.7756 1.3175 4.3517
N 2.6216 -0.7725 4.3412
H 3.2137 2.2276 4.3439
H 1.8005 1.4049 4.5998
H 1.7478 -0.4668 3.9372
H 3.0967 -1.6375 4.1267
C 3.9531 0.1474 0.2315
O 3.0236 0.9290 0.1006
N 4.1420 -0.5390 1.3292
N 4.7595 -0.1911 -0.7567
H 3.8324 -0.0540 2.1593
H 4.6935 -1.3659 1.5088
H 4.8264 0.4056 -1.5688
H 5.3873 -0.9815 -0.7920
C -0.4094 -5.8726 -2.2200
O -1.1816 -5.2709 -3.0110
N -0.0145 -5.5137 -1.0060
N 0.1536 -7.0289 -2.4711
H -0.2509 -4.6223 -0.5942
H 0.4075 -6.2607 -0.4730
H 0.9886 -7.3801 -2.0245
H -0.2396 -7.5290 -3.2556
C 1.0754 -3.4702 1.6522
O 0.1421 -3.4748 0.9054
N 2.2411 -4.0848 1.5899
N 1.0979 -2.8098 2.7256
H 2.9677 -3.8984 2.2662
H 2.1295 -4.9337 1.0542
H 1.7246 -3.1345 3.4481
H 0.3056 -2.2201 2.9370
C 3.5170 1.2196 -4.0453
O 3.0896 0.3645 -4.7702
N 2.7060 1.8925 -3.1721
N 4.7281 1.7504 -4.0387
H 3.1688 2.5022 -2.5133
H 1.7404 1.6010 -3.2251
H 4.8886 2.5100 -3.3927
H 5.2827 0.9216 -3.8791
```

Atom charges from the Löwdin analysis, given in e for atoms 1 to 99: 0.153 0.064 -0.102 0.031 0.243 -0.819 0.103 0.178 0.151 0.071 0.079 0.107 0.092 -0.752 -0.006 0.170 0.159 0.101 0.001 0.120 0.090 -0.767 -0.022 0.198 0.194 0.133 0.115 0.106 0.091 -0.841 0.054 0.186 0.170 0.083 0.096 0.108 0.130 -0.747 0.023 0.143 0.138 0.104 0.094 0.045 -0.076 -0.825 0.049 0.158 0.197 0.103 0.065 0.083 0.102 -0.836 0.086 0.215 0.210 0.060 0.126 0.087 0.124 -0.749 -0.015 0.173 0.203 0.116 -0.009 0.110 0.123 -0.837 0.051 0.185 0.193 0.122 0.075 0.114 0.073 -0.816 0.026 0.177 0.155 0.106 0.073 0.116 0.123 -0.831 0.022 0.170 0.183 0.118 0.099 0.047 0.111 -0.716 0.005 0.209 0.207 0.082 0.127

The records above yield E_LUMO values of 2.508, -0.299 eV, respectively.
The records above yield E values of -49955.4075, -164091.4940 eV, respectively.
The records above yield HOMO level values of -7.46, -9.21 eV, respectively.